(1)
A cluster of 9 separate species, C33H90N6O9 in total, computed with the ωB97M-V functional and the def2-TZVPD basis.

Last column: Löwdin charge in e.
CARTESIAN COORDINATES (ANGSTROEM)
C 3.193 -3.512 2.433  -0.040
C 2.260 -2.357 2.158  -0.475
C 1.153 -2.234 3.242  -0.197
O 0.178 -3.282 3.079  -0.197
C -0.724 -3.316 4.206  -0.090
N 2.879 -1.073 2.271  0.048
H 2.734 -4.469 2.202  0.067
H 3.439 -3.418 3.506  0.091
H 4.093 -3.402 1.857  0.063
H 1.686 -2.442 1.245  0.091
H 0.661 -1.268 3.155  0.102
H 1.621 -2.185 4.235  0.125
H -0.124 -3.245 5.119  0.080
H -1.302 -4.211 4.158  0.074
H -1.365 -2.368 4.287  0.083
H 3.538 -0.885 1.519  0.047
H 2.078 -0.414 2.079  0.057
C 0.203 3.720 5.883  -0.076
C 0.392 3.628 4.411  -0.402
C -0.867 2.856 3.866  -0.189
O -0.637 1.457 4.055  -0.209
C -1.851 0.831 4.331  -0.109
N 0.495 4.979 3.778  0.036
H 0.212 2.707 6.206  0.072
H -0.719 4.252 6.160  0.095
H 1.067 4.197 6.336  0.080
H 1.220 2.974 4.114  0.143
H -1.169 3.146 2.832  0.120
H -1.652 3.129 4.536  0.091
H -1.597 -0.246 4.309  0.073
H -2.598 1.121 3.616  0.084
H -2.207 1.123 5.368  0.110
H 1.032 5.562 4.398  0.055
H -0.458 5.455 3.893  0.078
C 0.358 -7.672 -4.174  -0.059
C -0.259 -7.124 -2.851  -0.421
C 0.763 -6.123 -2.202  -0.197
O 0.313 -5.922 -0.872  -0.188
C 0.982 -4.931 -0.191  -0.148
N -1.601 -6.583 -3.024  0.034
H 1.334 -8.116 -3.984  0.069
H 0.461 -6.876 -4.897  0.060
H -0.283 -8.451 -4.570  0.068
H -0.362 -7.946 -2.136  0.132
H 0.785 -5.159 -2.826  0.127
H 1.769 -6.591 -2.161  0.125
H 0.939 -3.946 -0.666  0.064
H 2.057 -5.188 -0.093  0.090
H 0.572 -4.767 0.808  0.083
H -1.649 -5.779 -3.670  0.048
H -1.836 -6.163 -2.101  0.079
C 3.727 -3.207 -1.668  -0.049
C 4.416 -2.048 -2.370  -0.452
C 5.454 -1.300 -1.537  -0.209
O 4.813 -0.482 -0.636  -0.218
C 5.482 0.437 0.149  -0.112
N 5.064 -2.572 -3.524  0.032
H 3.041 -3.616 -2.440  0.073
H 3.181 -2.894 -0.775  0.055
H 4.432 -3.986 -1.369  0.091
H 3.690 -1.298 -2.632  0.116
H 6.045 -0.728 -2.261  0.121
H 6.154 -1.917 -1.013  0.125
H 6.339 0.953 -0.415  0.115
H 5.938 -0.017 1.011  0.083
H 4.733 1.162 0.350  0.072
H 4.661 -3.383 -3.974  0.074
H 5.562 -1.915 -4.110  0.077
C -5.075 5.872 2.265  -0.042
C -3.681 5.440 2.819  -0.396
C -2.769 5.187 1.659  -0.297
O -3.150 3.971 1.144  -0.194
C -2.264 3.483 0.066  -0.039
N -2.976 6.376 3.774  0.030
H -5.554 5.132 1.606  0.081
H -4.861 6.790 1.687  0.079
H -5.712 6.162 3.107  0.068
H -3.681 4.545 3.442  0.128
H -1.710 5.137 1.938  0.098
H -2.784 5.933 0.894  0.116
H -2.497 4.127 -0.793  0.084
H -2.571 2.455 -0.174  0.078
H -1.207 3.596 0.342  0.065
H -3.529 6.611 4.622  0.083
H -2.889 7.259 3.294  0.058
C 1.686 0.149 -0.948  -0.059
C 0.439 0.647 -0.220  -0.419
C -0.484 -0.596 -0.181  -0.209
O -1.667 -0.262 0.511  -0.200
C -2.615 -1.316 0.461  -0.083
N 0.738 1.031 1.136  0.063
H 2.184 -0.765 -0.569  0.059
H 2.459 0.926 -0.697  0.081
H 1.572 0.070 -2.044  0.081
H 0.008 1.448 -0.790  0.113
H -0.010 -1.464 0.324  0.124
H -0.594 -0.884 -1.245  0.093
H -2.566 -1.792 -0.548  0.088
H -3.553 -0.868 0.667  0.070
H -2.314 -2.130 1.130  0.090
H -0.115 1.002 1.798  0.103
H 1.150 1.956 1.183  0.060
C -5.138 1.051 -1.864  -0.050
C -4.001 1.474 -2.720  -0.518
C -3.013 0.341 -2.880  -0.061
O -4.437 1.895 -4.003  -0.039
H -5.676 0.306 -2.433  0.086
H -5.792 1.832 -1.477  0.081
H -4.732 0.524 -0.943  0.091
H -3.411 2.284 -2.315  0.110
H -3.453 -0.588 -3.244  0.088
H -2.568 0.064 -1.936  0.039
H -2.131 0.585 -3.498  0.097
H -4.993 2.671 -3.863  0.092
C 1.408 4.192 -1.771  -0.054
C 1.389 5.082 -0.564  -0.477
C 0.318 6.163 -0.591  -0.057
O 1.161 4.216 0.558  -0.094
H 1.848 4.609 -2.709  0.096
H 0.447 3.848 -2.076  0.061
H 1.946 3.247 -1.624  0.071
H 2.312 5.677 -0.427  0.139
H 0.601 6.828 -1.408  0.083
H 0.374 6.683 0.373  0.085
H -0.698 5.809 -0.750  0.057
H 1.094 4.717 1.387  0.058
C -1.282 -2.639 -3.265  -0.068
C -0.867 -2.647 -4.700  -0.443
C 0.504 -2.042 -4.908  -0.052
O -0.856 -4.084 -5.065  -0.076
H -1.453 -1.609 -2.860  0.044
H -0.524 -3.138 -2.601  0.092
H -2.201 -3.181 -3.177  0.078
H -1.646 -2.210 -5.348  0.143
H 1.276 -2.627 -4.389  0.077
H 0.603 -1.024 -4.629  0.057
H 0.806 -2.051 -5.999  0.098
H -0.562 -4.151 -5.957  0.064

SMILES	COC[C@H](C)N.COC[C@H](C)N.COC[C@H](C)N.COC[C@H](C)N.COC[C@H](C)N.COC[C@H](C)N.CC(C)O.CC(C)O.CC(C)O
F_max	2.863	eV/A
multiplicity	1
ΔE to the lowest compared entry with this formula, charge and spin	23.0	kcal/mol
LUMO level	0.57	eV
highest occupied orbital energy	-8.53	eV
E	-63044.261	eV
total charge	0

=====

(2)
A cluster of 11 separate species, C33H93N5O16 in total, computed with the ωB97M-V functional and the def2-TZVPD basis.

Last column: Löwdin charge in e.
CARTESIAN COORDINATES (ANGSTROEM)
C 9.009 -17.596 -26.696  -0.119
O 9.745 -18.446 -27.534  -0.163
C 9.028 -19.122 -28.498  -0.252
C 8.342 -20.389 -27.954  -0.184
N 7.103 -20.255 -27.130  -0.069
C 6.514 -21.464 -26.530  -0.182
C 5.891 -22.576 -27.491  -0.198
O 5.257 -23.552 -26.650  -0.220
C 4.703 -24.607 -27.458  -0.090
H 8.128 -17.080 -27.076  0.090
H 9.646 -16.817 -26.277  0.080
H 8.785 -18.177 -25.801  0.082
H 9.658 -19.336 -29.361  0.120
H 8.359 -18.505 -29.099  0.116
H 9.049 -20.946 -27.340  0.118
H 8.124 -21.057 -28.788  0.100
H 6.510 -19.609 -27.630  0.101
H 5.796 -21.270 -25.733  0.103
H 7.276 -21.927 -25.902  0.110
H 6.640 -23.086 -28.096  0.110
H 5.121 -22.030 -28.038  0.113
H 4.194 -25.344 -26.837  0.065
H 5.600 -24.982 -27.950  0.083
H 4.005 -24.230 -28.206  0.085
C 4.772 -33.205 -24.774  -0.072
O 4.111 -32.590 -25.876  -0.201
C 4.311 -33.164 -27.149  -0.224
C 3.787 -32.335 -28.355  -0.201
N 2.369 -32.245 -28.133  -0.069
C 1.735 -30.970 -28.679  -0.121
C 1.907 -29.712 -27.714  -0.178
O 3.183 -29.073 -27.852  -0.222
C 3.226 -27.799 -27.178  -0.099
H 4.674 -34.278 -24.933  0.076
H 4.243 -32.959 -23.852  0.087
H 5.833 -32.987 -24.892  0.070
H 3.839 -34.138 -27.279  0.115
H 5.381 -33.339 -27.257  0.107
H 4.137 -32.729 -29.309  0.107
H 4.150 -31.315 -28.225  0.102
H 2.251 -32.186 -27.132  0.078
H 0.710 -31.242 -28.933  0.093
H 2.209 -30.902 -29.658  0.094
H 1.909 -30.045 -26.676  0.112
H 1.122 -28.956 -27.744  0.105
H 4.270 -27.510 -27.054  0.073
H 2.827 -27.864 -26.166  0.087
H 2.665 -27.102 -27.801  0.077
C 9.934 -28.940 -27.833  -0.097
O 9.112 -29.282 -28.931  -0.179
C 7.765 -29.057 -28.769  -0.255
C 7.135 -29.706 -30.010  -0.190
N 7.362 -31.179 -30.039  -0.035
C 7.253 -31.667 -31.458  -0.161
C 7.096 -33.207 -31.615  -0.203
O 5.975 -33.506 -30.829  -0.238
C 5.516 -34.826 -31.063  -0.111
H 9.697 -29.605 -27.003  0.083
H 9.800 -27.938 -27.426  0.082
H 10.975 -29.023 -28.146  0.089
H 7.445 -28.015 -28.782  0.118
H 7.339 -29.545 -27.892  0.118
H 7.563 -29.197 -30.874  0.120
H 6.062 -29.531 -30.083  0.088
H 6.860 -31.682 -29.322  0.090
H 8.115 -31.224 -31.956  0.115
H 6.475 -31.168 -32.036  0.094
H 7.923 -33.860 -31.336  0.125
H 6.844 -33.438 -32.650  0.117
H 5.196 -34.935 -32.099  0.084
H 4.719 -35.274 -30.469  0.089
H 6.245 -35.631 -30.977  0.085
C 5.888 -36.881 -27.564  -0.130
O 7.225 -36.826 -27.918  -0.225
C 8.049 -36.024 -26.987  -0.189
C 9.418 -36.603 -26.939  -0.218
N 9.479 -38.056 -27.115  -0.028
C 8.652 -38.692 -26.030  -0.181
C 9.024 -40.132 -26.037  -0.206
O 10.223 -40.261 -25.226  -0.168
C 10.238 -41.447 -24.541  -0.177
H 5.304 -37.227 -28.416  0.095
H 5.576 -35.896 -27.215  0.062
H 5.813 -37.523 -26.687  0.078
H 7.617 -36.053 -25.986  0.111
H 7.966 -34.991 -27.324  0.120
H 9.739 -36.397 -25.918  0.118
H 9.993 -36.067 -27.695  0.118
H 8.943 -38.249 -27.949  0.096
H 7.593 -38.540 -26.239  0.098
H 8.945 -38.312 -25.052  0.131
H 9.193 -40.589 -27.012  0.125
H 8.270 -40.816 -25.646  0.112
H 9.719 -41.455 -23.583  0.091
H 11.203 -41.873 -24.267  0.080
H 10.020 -42.293 -25.192  0.085
C 2.169 -21.571 -23.147  -0.116
O 1.735 -20.879 -24.311  -0.193
C 1.991 -21.684 -25.515  -0.171
C 1.298 -21.172 -26.816  -0.198
N -0.091 -20.731 -26.625  -0.040
C -0.992 -21.793 -26.179  -0.226
C -1.090 -22.955 -27.088  -0.229
O -0.038 -23.851 -26.736  -0.198
C -0.107 -24.974 -27.557  -0.125
H 1.581 -22.487 -23.088  0.084
H 1.996 -20.988 -22.242  0.084
H 3.233 -21.792 -23.061  0.083
H 1.603 -22.690 -25.355  0.097
H 3.053 -21.771 -25.744  0.105
H 1.357 -21.793 -27.710  0.111
H 1.863 -20.310 -27.169  0.106
H 0.118 -20.298 -25.737  0.081
H -1.954 -21.351 -25.919  0.121
H -0.752 -22.205 -25.199  0.121
H -1.130 -22.796 -28.165  0.130
H -2.067 -23.344 -26.800  0.120
H 0.030 -24.756 -28.616  0.097
H -1.005 -25.509 -27.250  0.090
H 0.562 -25.777 -27.247  0.069
C 3.530 -29.111 -31.843  -0.098
O 3.853 -30.081 -32.873  -0.147
H 2.489 -29.162 -31.524  0.074
H 4.200 -29.455 -31.054  0.059
H 3.727 -28.087 -32.160  0.081
H 3.327 -29.964 -33.667  0.086
C -2.297 -32.614 -27.173  -0.207
O -3.594 -32.797 -26.710  -0.097
H -1.640 -32.159 -26.432  0.077
H -1.969 -33.611 -27.467  0.077
H -2.039 -32.084 -28.091  0.069
H -4.120 -32.668 -27.503  0.078
C 2.965 -35.128 -22.127  -0.159
O 3.304 -35.956 -20.993  -0.119
H 3.489 -34.192 -21.937  0.067
H 3.257 -35.626 -23.052  0.071
H 1.943 -34.760 -22.212  0.076
H 2.627 -36.636 -20.959  0.067
O 5.340 -28.257 -24.268  -0.042
H 6.012 -28.180 -23.590  0.041
H 4.515 -28.297 -23.784  0.041
O 6.963 -30.738 -23.972  -0.057
H 7.264 -31.454 -24.531  0.016
H 6.278 -30.307 -24.483  0.001
O 4.348 -32.767 -33.023  -0.053
H 4.831 -32.730 -32.197  -0.017
H 3.944 -31.903 -33.103  -0.011

SMILES	COCCNCCOC.COCCNCCOC.COCCNCCOC.COCCNCCOC.COCCNCCOC.CO.CO.CO.O.O.O
F_max	2.762	eV/A
multiplicity	1
LUMO level	0.18	eV
highest occupied orbital energy	-8.33	eV
E	-75926.365	eV
total charge	0

=====

(3)
A cluster of 13 separate species, C34H101N19O13 in total, computed with the ωB97M-V functional and the def2-TZVPD basis.

Last column: Löwdin charge in e.
CARTESIAN COORDINATES (ANGSTROEM)
C 10.008 19.090 8.040  -0.086
C 11.239 18.754 8.806  -0.442
C 11.253 19.580 10.097  -0.221
O 12.071 19.067 11.099  -0.206
C 11.333 18.226 12.024  -0.074
N 11.303 17.302 9.062  0.062
H 9.141 18.777 8.594  0.074
H 9.921 18.574 7.132  0.055
H 9.997 20.213 7.899  0.107
H 12.098 19.005 8.194  0.124
H 10.202 19.765 10.451  0.139
H 11.766 20.503 9.828  0.126
H 10.998 18.878 12.789  0.076
H 12.123 17.570 12.356  0.058
H 10.450 17.696 11.671  0.095
H 11.693 16.857 8.276  0.050
H 11.713 17.039 9.954  0.031
C 22.080 13.853 11.685  -0.083
C 22.223 15.305 11.988  -0.422
C 20.819 15.893 12.229  -0.206
O 20.912 17.283 12.396  -0.183
C 20.004 17.877 13.391  -0.062
N 23.072 15.482 13.175  0.058
H 22.964 13.240 11.954  0.092
H 21.894 13.661 10.669  0.058
H 21.318 13.404 12.347  0.073
H 22.627 15.735 11.061  0.141
H 20.319 15.458 13.151  0.111
H 20.190 15.657 11.399  0.110
H 19.855 18.946 13.236  0.080
H 20.421 17.718 14.441  0.098
H 19.004 17.424 13.391  0.059
H 24.038 15.240 12.922  0.093
H 23.223 16.465 13.323  0.075
C 15.261 19.506 10.632  -0.031
C 15.330 18.593 11.978  -0.425
C 16.284 17.433 11.853  -0.188
O 15.982 16.464 10.804  -0.210
C 17.111 15.651 10.574  -0.119
N 15.680 19.490 13.029  0.059
H 16.289 19.838 10.369  0.076
H 14.699 20.398 10.910  0.058
H 14.715 19.027 9.789  0.070
H 14.299 18.132 12.227  0.129
H 16.238 16.943 12.838  0.115
H 17.233 17.831 11.618  0.102
H 17.679 15.552 11.501  0.061
H 17.781 16.184 9.877  0.095
H 16.896 14.638 10.166  0.079
H 16.612 19.825 12.888  0.069
H 15.691 19.069 13.945  0.039
C 14.081 16.039 14.523  -0.057
C 15.069 15.784 15.609  -0.469
C 15.190 16.948 16.587  -0.220
O 15.639 18.105 15.854  -0.218
C 15.954 19.079 16.930  -0.045
N 14.823 14.587 16.343  0.066
H 14.019 15.199 13.832  0.041
H 14.398 16.907 13.896  0.060
H 13.009 16.146 14.889  0.116
H 16.081 15.909 15.197  0.125
H 15.825 16.633 17.471  0.141
H 14.235 17.260 17.024  0.125
H 15.090 19.287 17.447  0.056
H 16.244 19.963 16.393  0.084
H 16.722 18.636 17.558  0.090
H 14.048 14.765 16.968  0.088
H 14.541 13.783 15.753  0.057
C 15.290 12.921 12.964  -0.047
C 16.671 12.400 12.565  -0.382
C 17.819 12.791 13.562  -0.191
O 17.896 14.182 13.707  -0.203
C 18.646 14.598 14.853  -0.110
N 16.632 10.921 12.457  0.061
H 15.076 12.652 14.026  0.082
H 14.503 12.491 12.272  0.064
H 15.420 13.959 12.696  0.056
H 16.946 12.818 11.575  0.110
H 18.733 12.381 13.138  0.098
H 17.812 12.279 14.596  0.140
H 18.130 14.277 15.786  0.106
H 18.720 15.681 14.787  0.068
H 19.670 14.236 14.815  0.039
H 15.599 10.698 12.558  0.072
H 17.055 10.512 13.232  0.018
C 21.605 15.354 16.189  -0.080
C 22.428 14.104 16.174  -0.434
C 22.559 13.544 17.567  -0.170
O 23.536 12.423 17.484  -0.204
C 23.298 11.589 18.655  -0.090
N 21.811 13.116 15.244  0.052
H 22.040 16.080 16.841  0.082
H 20.559 15.277 16.478  0.072
H 21.427 15.687 15.187  0.032
H 23.462 14.430 15.873  0.149
H 21.616 13.194 17.922  0.121
H 23.033 14.321 18.118  0.116
H 22.323 11.136 18.665  0.069
H 23.381 12.320 19.504  0.103
H 23.972 10.778 18.612  0.067
H 22.387 12.271 15.301  0.073
H 22.213 13.500 14.366  0.050
C 20.935 7.240 11.127  -0.044
C 21.019 8.647 11.820  -0.412
C 19.714 9.409 11.724  -0.205
O 19.443 9.727 10.335  -0.227
C 19.090 11.059 10.037  -0.100
N 21.171 8.470 13.283  0.007
H 20.431 7.451 10.185  0.060
H 20.421 6.448 11.697  0.074
H 21.968 6.856 10.959  0.079
H 21.833 9.309 11.418  0.154
H 19.976 10.246 12.404  0.117
H 18.924 8.781 12.176  0.113
H 18.398 11.369 10.866  0.060
H 18.689 11.187 9.040  0.081
H 20.076 11.629 9.962  0.098
H 20.456 7.765 13.539  0.053
H 22.132 8.096 13.481  0.106
C 13.604 8.989 13.442  -0.656
O 13.933 8.124 14.241  0.004
N 13.358 8.704 12.130  0.173
N 13.595 10.316 13.718  0.184
H 13.834 7.929 11.717  0.065
H 13.075 9.459 11.491  0.109
H 13.659 10.572 14.641  0.020
H 13.114 10.973 13.114  0.106
C 19.478 9.900 16.503  -0.696
O 18.694 10.518 17.189  -0.001
N 20.401 10.466 15.719  0.176
N 19.420 8.538 16.472  0.156
H 20.801 9.961 14.913  0.070
H 20.450 11.496 15.639  0.075
H 20.020 7.922 15.961  0.087
H 18.679 8.071 16.973  0.109
C 15.872 8.227 9.766  -0.687
O 14.815 7.587 9.735  -0.020
N 15.814 9.564 9.739  0.148
N 17.088 7.676 10.005  0.198
H 16.471 10.122 10.377  0.092
H 14.889 9.942 9.881  0.083
H 17.900 8.207 9.931  0.043
H 17.205 6.698 9.860  0.103
C 13.455 13.741 10.398  -0.630
O 12.881 12.752 10.782  0.029
N 14.448 13.801 9.388  0.167
N 13.288 15.030 10.957  0.140
H 14.351 13.073 8.766  0.064
H 14.403 14.746 9.023  0.097
H 12.813 15.051 11.908  0.119
H 14.168 15.519 11.066  0.049
C 17.468 6.763 13.841  -0.637
O 18.579 6.262 14.009  -0.005
N 16.412 6.227 13.251  0.188
N 17.183 8.113 14.267  0.154
H 16.505 5.296 12.863  0.122
H 15.498 6.616 13.283  0.072
H 16.245 8.371 14.588  0.054
H 17.932 8.417 14.817  0.015
C 15.221 11.073 16.616  -0.626
O 14.127 11.564 16.260  -0.034
N 16.230 11.826 17.135  0.176
N 15.525 9.732 16.562  0.153
H 15.961 12.758 17.282  0.050
H 17.124 11.453 17.452  0.059
H 14.793 9.077 16.324  0.081
H 16.283 9.311 17.156  0.119

F_max	4.002	eV/A
multiplicity	1
ΔE to the lowest compared entry with this formula, charge and spin	58.9	kcal/mol
LUMO level	0.48	eV
highest occupied orbital energy	-8.81	eV
E	-91827.232	eV
total charge	0